(1)
{
  "formula": "C38H44N6SnTe",
  "method": "wB97M-V/def2-TZVPD",
  "e_above_lowest_kcal_mol": 44.65,
  "e_lumo_ev": 0.31,
  "max_force_ha_per_bohr": 0.04669,
  "homo_lumo_gap_ev": 6.91,
  "homo_energy_ha": -0.243,
  "species": ["Sn", "C", "N", "C", "C", "N", "C", "C", "C", "C", "C", "C", "N", "C", "N", "C", "C", "C", "C", "C", "C", "N", "H", "H", "H", "H", "H", "H", "H", "H", "H", "H", "H", "H", "H", "H", "H", "C", "C", "C", "C", "C", "C", "C", "C", "C", "C", "C", "C", "H", "H", "H", "H", "H", "H", "H", "H", "H", "H", "H", "H", "H", "H", "H", "H", "H", "H", "N", "C", "C", "C", "C", "C", "C", "C", "Te", "C", "C", "C", "H", "H", "H", "H", "H", "H", "H", "H", "H", "H", "H"],
  "positions_angstrom": [[0.494, -0.268, 0.200], [0.431, -1.716, 3.337], [-0.522, -1.857, 2.226], [-1.924, -1.588, 2.544], [-2.547, -0.765, 1.456], [-1.977, -0.559, 0.298], [-2.855, 0.214, -0.445], [-2.743, 0.708, -1.738], [-3.804, 1.439, -2.234], [-4.949, 1.670, -1.464], [-5.071, 1.188, -0.173], [-3.998, 0.467, 0.330], [-3.767, -0.175, 1.537], [0.925, -0.270, 3.349], [1.590, -0.019, 2.073], [2.758, 0.671, 2.359], [3.671, 1.266, 1.506], [4.763, 1.933, 2.066], [4.938, 2.002, 3.435], [4.018, 1.404, 4.303], [2.952, 0.740, 3.748], [1.925, 0.000, 4.370], [1.294, -2.352, 3.151], [-0.001, -1.971, 4.312], [-0.423, -2.774, 1.809], [-1.995, -1.035, 3.481], [-2.501, -2.515, 2.654], [-1.845, 0.519, -2.312], [-3.761, 1.835, -3.240], [-5.762, 2.239, -1.894], [-5.965, 1.362, 0.410], [-4.352, -0.137, 2.353], [3.522, 1.246, 0.433], [5.482, 2.410, 1.413], [5.784, 2.534, 3.850], [4.141, 1.465, 5.377], [1.554, 0.366, 5.233], [3.104, -4.525, 1.177], [2.283, -3.979, 0.030], [0.976, -4.426, -0.207], [0.285, -5.403, 0.719], [0.285, -3.991, -1.346], [-1.113, -4.486, -1.632], [0.887, -3.096, -2.231], [0.205, -2.734, -3.528], [2.122, -2.529, -1.907], [2.664, -1.392, -2.740], [2.836, -2.994, -0.800], [4.196, -2.401, -0.515], [3.118, -3.822, 2.014], [4.134, -4.692, 0.869], [2.731, -5.480, 1.533], [0.132, -6.363, 0.221], [-0.699, -5.031, 1.013], [0.840, -5.583, 1.633], [-1.672, -4.667, -0.716], [-1.088, -5.425, -2.191], [-1.674, -3.757, -2.212], [-0.502, -1.909, -3.389], [-0.340, -3.586, -3.929], [0.932, -2.434, -4.279], [3.293, -1.754, -3.558], [3.260, -0.718, -2.128], [1.850, -0.808, -3.167], [4.086, -1.460, 0.036], [4.732, -2.196, -1.439], [4.818, -3.054, 0.088], [-0.275, 0.529, 3.636], [-1.067, 1.380, 3.386], [-3.116, 6.364, -3.314], [-2.403, 5.327, -2.490], [-2.827, 5.035, -1.201], [-2.121, 4.166, -0.374], [-2.596, 3.967, 1.038], [-0.973, 3.539, -0.863], [0.325, 2.492, 0.499], [-0.574, 3.765, -2.185], [0.621, 3.067, -2.778], [-1.284, 4.663, -2.974], [-4.124, 6.529, -2.938], [-3.171, 6.075, -4.364], [-2.578, 7.313, -3.260], [-3.713, 5.526, -0.814], [-3.586, 4.404, 1.166], [-1.915, 4.445, 1.745], [-2.630, 2.909, 1.292], [0.475, 1.984, -2.759], [1.519, 3.281, -2.197], [0.781, 3.378, -3.809], [-0.926, 4.879, -3.975]],
  "mulliken_charge": [0.758, -1.543, 0.510, -1.335, 0.159, 0.085, 0.241, -0.088, -0.757, -0.627, -1.185, 0.456, 0.052, 1.148, 0.366, 0.299, -0.425, -0.920, -0.590, -0.852, 0.277, -0.295, 0.135, 0.209, -0.235, 0.455, 0.470, 0.562, 0.437, 0.393, 0.420, 0.236, 0.432, 0.411, 0.375, 0.408, 0.352, -2.114, 1.027, 0.966, -2.148, 1.307, -2.387, 0.941, -2.366, 1.087, -2.278, 1.353, -2.263, 0.213, 0.450, 0.506, 0.408, 0.300, 0.443, 0.436, 0.338, 0.470, 0.262, 0.518, 0.498, 0.382, 0.426, 0.418, 0.261, 0.449, 0.433, -0.099, -0.387, -1.563, 0.622, -1.035, 0.966, -1.541, 0.265, -0.203, 1.178, -1.499, -1.215, 0.374, 0.373, 0.312, 0.280, 0.389, 0.378, 0.078, 0.105, 0.365, 0.403, 0.324]
}

(2)
{
  "formula": "C38H45BrCoF3IN3O2SSb",
  "method": "wB97M-V/def2-TZVPD",
  "e_above_lowest_kcal_mol": 32.99,
  "e_lumo_ev": [-0.55, -1.77],
  "s_squared": 3.803,
  "multiplicity": 4,
  "max_force_ha_per_bohr": 0.06570,
  "homo_lumo_gap_ev": [3.91, 6.05],
  "homo_energy_ha": [-0.164, -0.287],
  "species": ["Co", "C", "C", "N", "C", "C", "C", "C", "C", "C", "C", "C", "C", "N", "C", "H", "H", "H", "H", "H", "H", "H", "H", "F", "C", "F", "F", "C", "C", "C", "Sb", "C", "C", "C", "C", "C", "C", "H", "H", "H", "H", "H", "H", "H", "H", "H", "H", "H", "H", "H", "H", "H", "H", "H", "H", "H", "H", "H", "Br", "C", "C", "C", "C", "C", "C", "I", "H", "H", "H", "H", "O", "S", "N", "C", "C", "C", "C", "C", "C", "C", "O", "C", "C", "C", "H", "H", "H", "H", "H", "H", "H", "H", "H", "H", "H", "H"],
  "positions_angstrom": [[0.350, 0.692, 0.693], [-1.093, -0.784, 4.612], [-1.005, -0.589, 3.242], [-0.119, 0.213, 2.670], [0.718, 0.917, 3.490], [0.691, 0.788, 4.904], [-0.233, -0.097, 5.460], [1.628, 1.549, 5.660], [2.509, 2.382, 5.055], [2.539, 2.545, 3.638], [3.414, 3.400, 2.970], [3.335, 3.480, 1.583], [2.413, 2.712, 0.900], [1.552, 1.883, 1.497], [1.616, 1.799, 2.866], [-1.830, -1.467, 5.000], [-1.687, -1.102, 2.580], [-0.281, -0.236, 6.529], [1.625, 1.434, 6.734], [3.226, 2.937, 5.641], [4.138, 3.984, 3.516], [3.996, 4.125, 1.025], [2.365, 2.756, -0.179], [1.982, 0.008, -1.400], [1.818, -0.336, -0.062], [1.666, -1.688, -0.114], [3.072, -0.174, 0.444], [1.254, 1.757, -4.410], [0.768, 0.336, -4.600], [0.207, 0.130, -5.990], [-0.650, -0.196, -2.897], [-0.558, -2.444, -3.106], [0.870, -2.949, -3.178], [-1.391, -2.940, -4.268], [-2.713, 0.482, -3.586], [-3.022, 0.344, -5.063], [-2.898, 1.923, -3.140], [1.989, 2.015, -5.174], [1.724, 1.863, -3.435], [0.428, 2.464, -4.490], [1.598, -0.350, -4.434], [-0.544, 0.879, -6.222], [-0.234, -0.855, -6.109], [1.006, 0.227, -6.728], [-1.006, -2.792, -2.177], [1.353, -2.656, -4.108], [0.873, -4.040, -3.126], [1.462, -2.580, -2.345], [-0.978, -2.602, -5.217], [-2.419, -2.600, -4.175], [-1.393, -4.031, -4.278], [-3.361, -0.178, -3.008], [-2.522, 1.122, -5.637], [-4.096, 0.467, -5.216], [-2.740, -0.626, -5.461], [-2.279, 2.591, -3.741], [-2.628, 2.057, -2.094], [-3.937, 2.231, -3.273], [2.516, -6.039, 2.010], [0.981, -6.373, 0.944], [0.968, -7.504, 0.140], [-0.143, -7.795, -0.628], [-1.236, -6.945, -0.609], [-1.216, -5.806, 0.177], [-0.114, -5.518, 0.967], [-0.148, -3.798, 2.187], [1.832, -8.150, 0.128], [-0.150, -8.685, -1.238], [-2.106, -7.161, -1.208], [-2.060, -5.135, 0.177], [-2.677, -1.500, -1.237], [-1.972, -1.335, 0.051], [-0.832, -0.362, -0.058], [-0.196, 8.645, 1.021], [-0.104, 7.226, 0.556], [-0.735, 6.198, 1.242], [-0.688, 4.887, 0.806], [-1.428, 3.840, 1.578], [0.031, 4.576, -0.375], [0.052, 3.261, -0.946], [-0.454, 2.216, -0.481], [0.709, 5.617, -1.061], [1.520, 5.359, -2.299], [0.624, 6.910, -0.588], [-0.889, 8.738, 1.854], [-0.537, 9.292, 0.212], [0.786, 8.997, 1.339], [-1.304, 6.438, 2.131], [-1.955, 4.283, 2.421], [-0.743, 3.084, 1.960], [-2.144, 3.327, 0.939], [0.535, 3.185, -1.927], [2.298, 4.620, -2.119], [1.998, 6.280, -2.625], [0.892, 4.998, -3.113], [1.118, 7.708, -1.126]],
  "nbo_charge": [0.919, -0.320, 0.059, -0.554, 0.189, -0.110, -0.132, -0.185, -0.201, 0.027, -0.245, -0.289, 0.049, -0.565, 0.080, 0.221, 0.192, 0.212, 0.210, 0.209, 0.206, 0.214, 0.187, -0.408, 0.703, -0.378, -0.369, -0.633, -0.522, -0.631, 1.532, -0.505, -0.645, -0.632, -0.513, -0.632, -0.636, 0.211, 0.219, 0.193, 0.218, 0.203, 0.208, 0.215, 0.224, 0.193, 0.215, 0.241, 0.194, 0.214, 0.216, 0.240, 0.198, 0.216, 0.212, 0.194, 0.224, 0.213, 0.080, -0.111, -0.229, -0.202, -0.209, -0.226, -0.189, 0.193, 0.231, 0.220, 0.219, 0.228, -0.966, 1.377, -0.956, -0.634, 0.056, -0.239, 0.084, -0.628, -0.162, 0.402, -0.653, 0.066, -0.646, -0.245, 0.219, 0.224, 0.228, 0.209, 0.209, 0.238, 0.232, 0.140, 0.224, 0.223, 0.220, 0.206]
}